<1>
A molecular structure, C2H2FNaO. Source: OMol25; level of theory: ωB97M-V/def2-TZVPD.

XYZ file:
```
7
C2H2FNaO ωB97M-V/def2-TZVPD
C 0.59 -0.23 0.52
C -0.17 0.81 0.08
O -1.32 0.41 -0.45
H 1.07 -0.37 1.48
F 0.81 -1.29 -0.36
H -0.18 1.67 0.78
Na -0.81 -1.00 -2.05
```

**E_HOMO**: -6.46 eV
**Orbital gap**: 5.62 eV
**E_LUMO**: -0.8 eV
**Net charge**: 0

Atom charges from the Löwdin analysis, given in e for atoms 1 to 5:
1 C -0.167
2 C -0.364
3 O -0.291
4 H 0.085
5 F -0.120

***

<2>
A molecular structure, C2H2FNaO. Source: OMol25; level of theory: ωB97M-V/def2-TZVPD.

XYZ file:
```
7
C2H2FNaO ωB97M-V/def2-TZVPD
H 2.05 1.27 -0.34
C -0.25 -0.32 0.22
C -1.47 -0.02 -0.19
O 0.74 -0.89 0.53
H -2.04 -0.69 -0.84
F -2.07 1.11 0.23
Na 3.05 -0.47 0.39
```

**E_HOMO**: -6.64 eV
**Orbital gap**: 6.14 eV
**E_LUMO**: -0.5 eV
**Net charge**: 0

Atom charges from the Löwdin analysis, given in e for atoms 1 to 5:
1 H -0.158
2 C -0.167
3 C -0.137
4 O -0.014
5 H 0.125

***

How do the structures above rank in stability at the extremes? <1> comes first and <2> comes last.